No. 1
# C16H17F3LaN2O4S2

A structure of composition C16H17F3LaN2O4S2 at a distorted geometry (ωB97M-V/def2-TZVPD, OMol25).

The geometry in XYZ format:
```
45
Properties=species:S:1:pos:R:3:nbo_charge:R:1
La 0.4659 1.4415 -1.0364 2.216
S 0.8902 -2.5588 -3.6896 0.474
C -0.7381 -2.6625 -3.2254 -0.399
C -1.0955 -1.5944 -2.4597 -0.274
C -0.0500 -0.6357 -2.2190 -0.583
C 1.0981 -1.0734 -2.8639 -0.310
C 2.4441 -0.4144 -2.9104 0.234
C 3.5340 -0.9609 -3.5805 -0.236
C 4.7470 -0.3032 -3.5733 -0.110
C 4.8818 0.9056 -2.8958 -0.253
C 3.7668 1.3899 -2.2621 0.060
N 2.5807 0.7580 -2.2654 -0.605
H -1.3447 -3.4952 -3.5505 0.253
H -2.1121 -1.4768 -2.0979 0.212
H 3.4356 -1.9004 -4.1084 0.240
H 5.5897 -0.7367 -4.0986 0.238
H 5.8127 1.4517 -2.8649 0.245
H 3.8134 2.3292 -1.7233 0.201
O 0.5148 0.5705 1.0970 -0.794
C -0.3925 0.1653 1.8886 0.746
C -0.2800 0.4330 3.3526 -0.507
C -0.0600 -0.8440 4.1841 -0.390
C -1.3340 -1.6438 4.4378 -0.402
C -2.0337 -2.1670 3.1886 -0.419
C -2.5050 -1.0764 2.2425 -0.226
N -1.4234 -0.5017 1.4117 -0.554
H -1.1884 0.9404 3.6943 0.240
H 0.5455 1.1306 3.4628 0.254
H 0.3681 -0.5336 5.1372 0.235
H 0.7037 -1.4680 3.7090 0.211
H -2.0326 -1.0098 4.9975 0.204
H -1.1036 -2.4820 5.0966 0.232
H -2.9073 -2.7559 3.4731 0.236
H -1.3745 -2.8452 2.6359 0.212
H -2.9797 -0.2551 2.7826 0.211
H -3.2447 -1.4452 1.5356 0.228
H -1.3824 -0.7917 0.4441 0.421
F -3.4620 3.0828 -1.9610 -0.271
C -2.7070 2.8495 -0.9153 0.700
F -2.2811 1.5384 -0.9829 -0.344
F -3.3810 3.0052 0.2039 -0.280
S -1.2092 3.8461 -0.9128 2.322
O -1.5439 5.2188 -0.9495 -0.844
O -0.5203 3.3029 0.2733 -1.000
O -0.5054 3.2725 -2.1021 -1.024
```

## Properties
Relative energy (zero: lowest compared OMol25 entry of this formula, charge and spin): 4.1 kcal/mol
Total charge: +1
HOMO-LUMO gap: 8.30 eV

---

No. 2
# C50H44ClINO3P2SSbTi

A structure of composition C50H44ClINO3P2SSbTi at a distorted geometry (ωB97M-V/def2-TZVPD, OMol25).

The geometry in XYZ format:
```
105
Properties=species:S:1:pos:R:3:lowdin_spin:R:1
Ti -0.5169 0.0224 1.0910 0.733
I -0.2893 0.0979 3.7284 0.008
C 1.5713 0.2378 4.6810 0.000
C 1.4021 0.3523 6.0609 0.000
C 2.4947 0.2734 6.9554 0.000
C 3.7420 0.0294 6.4631 0.001
C 3.9786 0.0824 5.0542 0.000
C 5.3503 0.0882 4.6414 0.000
C 5.6439 0.2418 3.3092 0.000
C 4.6023 0.4178 2.3805 0.000
C 3.2591 0.2766 2.7092 0.000
P 2.2255 0.3678 1.1566 0.003
C 3.0322 -0.9830 0.2054 0.000
C 2.9463 -1.0532 -1.1968 0.000
C 3.3675 -2.1803 -1.8626 0.000
C 3.9047 -3.2854 -1.1860 0.000
C 4.0160 -3.2284 0.1987 0.000
C 3.6292 -2.0668 0.8896 0.000
C 2.8462 1.9641 0.4969 0.002
C 2.8108 2.2394 -0.8837 0.000
C 3.4707 3.3747 -1.3476 0.000
C 4.0266 4.3425 -0.5135 0.000
C 3.9530 4.0820 0.8773 0.000
C 3.3297 2.9570 1.3625 0.000
C 2.8918 0.1427 4.0900 0.000
H 0.4226 0.5383 6.5051 0.000
H 2.3042 0.3108 8.0476 0.000
H 4.6002 -0.1353 7.0991 0.000
H 6.1403 -0.0349 5.3402 0.000
H 6.6738 0.2648 2.9160 0.000
H 4.8645 0.6385 1.3367 0.000
H 2.5351 -0.2676 -1.7862 0.000
H 3.2433 -2.2049 -2.9713 0.000
H 4.1714 -4.1931 -1.7498 0.000
H 4.4262 -4.0814 0.7346 0.000
H 3.6689 -2.0901 1.9544 0.000
H 2.3035 1.6392 -1.6116 -0.001
H 3.5388 3.4931 -2.4612 0.000
H 4.4959 5.2332 -0.9046 0.000
H 4.2819 4.8050 1.6094 0.000
H 3.2155 2.8215 2.4202 0.000
C -0.6106 4.6016 -0.7700 0.000
O 0.0142 3.8914 0.3395 0.000
P -0.6833 3.3153 1.6515 0.000
O -1.9270 4.3671 2.0090 0.000
C -3.3602 4.1489 1.9405 0.000
O 0.3956 3.8617 2.7234 0.000
C 0.3824 5.1596 3.3833 0.000
H -1.5451 5.0764 -0.4643 0.000
H -0.7593 3.9000 -1.5876 0.000
H 0.1236 5.3475 -1.0378 0.000
H -3.8932 5.1339 1.9557 0.000
H -3.6760 3.5599 2.8052 0.000
H -3.6222 3.6006 1.0318 0.000
H 0.2321 5.9402 2.6239 0.000
H 1.3664 5.2109 3.8342 0.000
H -0.4104 5.1856 4.0948 0.000
S -0.5992 0.4755 -1.0547 0.017
Sb -2.4319 -0.6355 -2.4996 0.105
C -4.4206 -0.4968 -1.6629 0.023
C -5.0649 0.7436 -1.6053 0.005
C -6.3151 0.8662 -1.0141 0.000
C -6.9734 -0.2767 -0.4995 0.003
C -6.3518 -1.5146 -0.5872 0.001
C -5.0638 -1.6389 -1.1529 0.006
C -2.6068 0.1514 -4.4823 0.018
C -1.4879 0.0752 -5.2957 0.004
C -1.5509 0.5571 -6.6264 0.000
C -2.7062 1.2194 -7.0689 0.004
C -3.8778 1.1579 -6.2556 0.000
C -3.8283 0.6729 -4.9676 0.005
C -1.7274 -2.5666 -3.0292 0.019
C -0.3782 -2.9430 -2.8775 0.000
C 0.0285 -4.2584 -3.1722 0.000
C -0.9058 -5.2108 -3.6107 0.000
C -2.2251 -4.7976 -3.8439 0.001
C -2.6456 -3.4812 -3.5526 0.005
H -4.5318 1.5941 -1.9813 0.000
H -6.7618 1.8604 -0.9269 0.000
H -7.9733 -0.2038 -0.0274 0.000
H -6.7814 -2.3834 -0.1145 0.000
H -4.5533 -2.6168 -1.2225 0.000
H -0.5613 -0.3932 -4.9056 0.000
H -0.6868 0.4224 -7.2876 0.000
H -2.7234 1.6782 -8.0602 0.000
H -4.8184 1.6009 -6.6154 0.000
H -4.6964 0.6397 -4.3222 0.000
H 0.3804 -2.2378 -2.5548 0.000
H 1.0631 -4.5567 -3.0476 0.000
H -0.6651 -6.2642 -3.8012 0.000
H -3.0210 -5.4710 -4.1883 0.000
H -3.6852 -3.2033 -3.8026 0.001
N -0.4506 -7.2493 1.5189 0.005
C -0.5371 -6.0749 1.5455 0.001
C -0.6141 -4.6626 1.4636 0.007
C -1.7152 -4.0673 0.8666 -0.003
C -1.6272 -2.7073 0.6037 0.006
C -0.5383 -1.9498 1.0053 -0.014
C 0.5495 -2.6099 1.6136 0.006
C 0.4952 -3.9531 1.8712 -0.002
H -2.5889 -4.6811 0.6101 0.000
H -2.5037 -2.2305 0.1702 0.001
H 1.3830 -2.0451 2.0097 0.001
H 1.3098 -4.5103 2.3758 0.000
Cl -2.6157 0.3454 1.6899 0.029
```

## Properties
Relative energy (zero: lowest compared OMol25 entry of this formula, charge and spin): 0.0 kcal/mol
2S+1: 2
Expectation value of S²: 0.767
Total charge: +1
HOMO-LUMO gap (alpha / beta): 6.63 / 6.98 eV

---

No. 3
# C7H12

An isolated molecule of C7H12 at a distorted geometry (ωB97M-V/def2-TZVPD, OMol25).

The geometry in XYZ format:
```
19
Properties=species:S:1:pos:R:3:nbo_charge:R:1
C -2.1622 -0.8130 0.0402 -0.407
C -1.2027 0.0488 -0.3009 -0.005
C -1.6068 1.3037 -1.0332 -0.655
C 0.2451 -0.2371 -0.1155 -0.021
C 1.2373 0.0189 -1.2110 -0.647
C 0.6321 -0.7494 1.0786 -0.166
C 1.9252 -0.4280 1.8306 -0.644
H -1.7314 -1.7277 0.4254 0.197
H -3.1993 -0.7469 -0.2490 0.205
H -2.6767 1.5312 -1.0048 0.221
H -1.1849 2.2646 -0.7298 0.216
H -1.4586 1.2563 -2.1255 0.218
H 2.2763 -0.1056 -0.8698 0.214
H 1.1737 -0.7690 -1.9579 0.226
H 1.1974 1.0193 -1.6158 0.220
H -0.1298 -0.9149 1.8456 0.188
H 2.6876 -0.4796 1.0496 0.207
H 1.9379 0.5918 2.2317 0.216
H 2.0401 -1.0632 2.7114 0.216
```

## Properties
Relative energy (zero: lowest compared OMol25 entry of this formula, charge and spin): 40.6 kcal/mol
SMILES: C=C(C)/C(C)=C/C
Total charge: 0
HOMO-LUMO gap: 9.22 eV

---

No. 4
# C2H3FO2S

An isolated molecule of C2H3FO2S at a distorted geometry (ωB97M-V/def2-TZVPD, OMol25).

The geometry in XYZ format:
```
9
Properties=species:S:1:pos:R:3:nbo_charge:R:1
C -1.4100 0.1437 0.0201 -0.702
C -0.0446 -0.5687 -0.1270 0.806
O 0.2267 -1.7570 -0.1780 -0.558
O 0.8821 0.4159 -0.3331 -0.674
S 2.4927 0.1139 -0.5232 0.885
F 2.6677 0.7729 1.0311 -0.484
H -1.6677 0.0947 -0.9881 0.244
H -1.2023 1.1699 0.3165 0.239
H -1.9447 -0.3852 0.7816 0.244
```

## Properties
Relative energy (zero: lowest compared OMol25 entry of this formula, charge and spin): 26.5 kcal/mol
SMILES: CC(=O)OSF
Total charge: 0
HOMO-LUMO gap: 9.28 eV

---

No. 5
# C3H6FNO2

An isolated molecule of C3H6FNO2 at a distorted geometry (ωB97M-V/def2-TZVPD, OMol25).

The geometry in XYZ format:
```
13
Properties=species:S:1:pos:R:3:nbo_charge:R:1
C -1.0122 -0.4706 1.1135 -0.663
C -0.0975 0.2784 0.0974 0.390
N -0.7057 0.2925 -1.4741 -0.824
F -0.0657 1.6425 0.3251 -0.364
C 1.3421 -0.2453 -0.0565 0.730
O 1.6072 -1.4049 -0.2251 -0.561
O 2.2451 0.6951 -0.1305 -0.653
H -0.3728 -0.8690 1.9325 0.241
H -1.4338 -1.2230 0.4774 0.230
H -1.7587 0.2346 1.5723 0.243
H -0.0816 -0.3229 -2.0583 0.372
H -1.5524 -0.1415 -1.1953 0.352
H 1.8859 1.5342 -0.3784 0.508
```

## Properties
Relative energy (zero: lowest compared OMol25 entry of this formula, charge and spin): 25.9 kcal/mol
SMILES: C[C@@](N)(F)C(=O)O
Total charge: 0
HOMO-LUMO gap: 11.39 eV

---

| no. | energy (a.u.) |
| --- | --- |
| 1 | -2157.8487 |
| 2 | -5140.4785 |
| 3 | -273.8438 |
| 4 | -726.4899 |
| 5 | -422.9909 |